# 1
ORCA calculation (the ωB97M-V functional and the def2-TZVPD basis) on 11 unconnected molecules or ions with the total composition C2H23O12 in a non-equilibrium geometry.

Each atom is followed by the atoms it is bonded to, with distances in Å.
Element x y z (Å)
1 C 15.96 3.56 -17.46  C2 1.471, H5 1.090, H6 1.090, H7 1.090
2 C 17.41 3.58 -17.69  C1 1.471, O3 1.255, O4 1.275
3 O 18.03 2.56 -17.32  C2 1.255
4 O 17.98 4.66 -18.06  C2 1.275
5 H 15.59 4.04 -18.37  C1 1.090
6 H 15.73 4.15 -16.58  C1 1.090
7 H 15.47 2.59 -17.44  C1 1.090
8 O 18.13 7.54 -15.01  H9 0.957, H10 0.957
9 H 18.51 7.10 -15.77  O8 0.957
10 H 17.21 7.67 -15.26  O8 0.957
11 O 22.81 5.15 -18.45  H12 0.957, H13 0.957
12 H 22.71 4.41 -19.06  O11 0.957
13 H 21.92 5.30 -18.12  O11 0.957
14 O 17.62 8.16 -20.03  H15 0.957, H16 0.957
15 H 18.05 7.37 -19.69  O14 0.957
16 H 18.05 8.88 -19.58  O14 0.957
17 O 19.76 -1.62 -15.73  H18 0.957, H19 0.957
18 H 20.13 -2.40 -16.14  O17 0.957
19 H 20.13 -0.89 -16.23  O17 0.957
20 O 17.63 0.99 -13.95  H21 0.957, H22 0.957
21 H 18.20 0.24 -13.80  O20 0.957
22 H 17.73 1.18 -14.89  O20 0.957
23 O 19.30 1.78 -20.79  H24 0.957, H25 0.957
24 H 19.45 2.41 -20.09  O23 0.957
25 H 18.81 1.07 -20.37  O23 0.957
26 O 17.77 -1.09 -19.25  H27 0.957, H28 0.957
27 H 16.82 -1.16 -19.16  O26 0.957
28 H 18.02 -0.47 -18.56  O26 0.957
29 O 20.00 5.48 -22.23  H30 0.957, H31 0.957
30 H 19.98 5.82 -23.13  O29 0.957
31 H 19.09 5.52 -21.94  O29 0.957
32 O 20.86 3.87 -15.14  H33 0.957, H34 0.957
33 H 20.29 4.62 -14.93  O32 0.957
34 H 20.28 3.26 -15.59  O32 0.957
35 O 16.29 4.19 -12.23  H36 0.957, H37 0.957
36 H 16.16 3.57 -12.96  O35 0.957
37 H 16.50 3.63 -11.48  O35 0.957

Its relative energy (zero: lowest compared OMol25 entry of this formula, charge and spin) is 2.465 eV. The energy comes out at -27019.422 eV. The calculation puts the frontier orbital gap at 7.72 eV. As for the LUMO energy: 0.095 Ha. As for the charge: -1.

# 2
ORCA calculation (the ωB97M-V functional and the def2-TZVPD basis) on 10 unconnected molecules or ions with the total composition C2H24O10 in a non-equilibrium geometry.

Each atom is followed by the atoms it is bonded to, with distances in Å.
Element x y z (Å)
1 O -3.14 1.99 2.54  H2 0.963, H3 0.981
2 H -2.37 1.73 2.02  O1 0.963
3 H -2.85 2.81 2.99  O1 0.981
4 O 1.16 -1.49 0.94  H5 1.001, H6 0.964
5 H 1.23 -0.95 0.10  O4 1.001
6 H 0.39 -2.03 0.74  O4 0.964
7 O -0.20 0.41 2.52  H8 0.972, H9 0.990
8 H -1.04 0.10 2.91  O7 0.972
9 H 0.22 -0.39 2.11  O7 0.990
10 O -2.92 -0.69 2.39  H11 0.968, H12 1.003
11 H -3.36 -0.06 2.97  O10 0.968
12 H -2.81 -0.25 1.50  O10 1.003
13 O -3.79 -2.03 -0.36  H14 0.952, H15 0.981
14 H -4.05 -2.14 0.56  O13 0.952
15 H -3.84 -1.06 -0.50  O13 0.981
16 O -0.88 -2.25 -0.92  H17 0.947, H18 0.920
17 H -0.46 -2.25 -1.77  O16 0.947
18 H -1.74 -2.55 -1.00  O16 0.920
19 O 1.16 -0.75 -1.90  H20 0.995, H21 0.926
20 H 0.64 0.06 -2.14  O19 0.995
21 H 1.96 -0.54 -2.31  O19 0.926
22 O -1.31 0.54 0.14  H23 0.943, H24 0.968
23 H -1.30 -0.39 -0.04  O22 0.943
24 H -0.75 0.72 0.91  O22 0.968
25 C 1.15 2.75 -1.56  O26 1.427, H27 1.129, H28 1.077, H29 1.108
26 O 0.08 1.89 -1.97  C25 1.427, H30 1.007
27 H 1.97 2.16 -1.05  C25 1.129
28 H 1.59 3.27 -2.40  C25 1.077
29 H 0.77 3.52 -0.86  C25 1.108
30 H -0.27 1.41 -1.16  O26 1.007
31 C 4.04 -0.47 -0.57  O32 1.406, H33 1.103, H34 1.095, H35 1.088
32 O 4.12 -0.21 -1.95  C31 1.406, H36 0.972
33 H 3.28 0.09 0.00  C31 1.103
34 H 3.78 -1.53 -0.48  C31 1.095
35 H 4.99 -0.39 -0.04  C31 1.088
36 H 4.52 -1.00 -2.34  O32 0.972

Its relative energy (zero: lowest compared OMol25 entry of this formula, charge and spin) is 0.922 eV. The energy comes out at -22938.642 eV. The calculation puts the frontier orbital gap at 10.82 eV. As for the LUMO energy: 0.014 Ha. The SMILES is CO.CO.O.O.O.O.O.O.O.O.

# 3
ORCA calculation (the ωB97M-V functional and the def2-TZVPD basis) on 11 unconnected molecules or ions with the total composition C2H25O11 in a non-equilibrium geometry.

Each atom is followed by the atoms it is bonded to, with distances in Å.
Element x y z (Å)
1 C -0.77 -0.86 1.39  C2 1.532, H4 1.092, H5 1.096, H6 1.149
2 C -0.32 0.59 1.59  C1 1.532, O3 1.469, H7 1.090, H8 1.107
3 O 0.20 0.81 0.24  C2 1.469
4 H -1.41 -1.15 2.22  C1 1.092
5 H 0.00 -1.62 1.24  C1 1.096
6 H -1.48 -1.07 0.51  C1 1.149
7 H 0.57 0.71 2.22  C2 1.090
8 H -1.08 1.35 1.83  C2 1.107
9 O -3.37 -0.67 -1.56  H10 0.971, H11 0.954
10 H -2.87 -1.51 -1.62  O9 0.971
11 H -4.14 -1.00 -1.11  O9 0.954
12 O 2.79 0.48 -1.74  H13 0.924, H14 0.993
13 H 1.93 0.15 -1.65  O12 0.924
14 H 2.69 1.32 -1.22  O12 0.993
15 O 0.06 3.67 -0.71  H16 0.963, H17 0.947
16 H 0.71 3.21 -0.15  O15 0.963
17 H -0.79 3.30 -0.55  O15 0.947
18 O 2.29 2.33 0.31  H19 0.962, H20 0.965
19 H 2.32 2.93 -0.44  O18 0.962
20 H 1.61 1.65 0.23  O18 0.965
21 O 1.85 -2.95 3.13  H22 0.974, H23 0.946
22 H 1.31 -3.63 2.70  O21 0.974
23 H 1.72 -2.17 2.61  O21 0.946
24 O -1.98 1.49 -0.91  H25 0.968, H26 0.996
25 H -1.26 1.23 -0.31  O24 0.968
26 H -2.58 0.70 -0.89  O24 0.996
27 O 2.49 -0.63 1.18  H28 0.932, H29 0.975
28 H 1.70 -0.16 1.05  O27 0.932
29 H 2.44 -1.31 0.49  O27 0.975
30 O 0.02 -1.07 -1.64  H31 0.961, H32 0.956
31 H 0.01 -0.52 -0.86  O30 0.961
32 H -0.57 -0.64 -2.26  O30 0.956
33 O -1.94 -4.09 0.91  H34 0.898, H35 0.926
34 H -1.32 -3.64 1.39  O33 0.898
35 H -1.71 -3.82 0.05  O33 0.926
36 O 0.44 1.91 -2.80  H37 0.923, H38 0.944
37 H 0.04 1.82 -1.98  O36 0.923
38 H 0.40 2.84 -2.90  O36 0.944

Its relative energy (zero: lowest compared OMol25 entry of this formula, charge and spin) is 1.150 eV. The energy comes out at -25003.238 eV. The calculation puts the frontier orbital gap at 8.20 eV. As for the LUMO energy: 0.089 Ha. As for the charge: -1.